{"formula": "C20H30IrN2OSi2Te", "method": "the ωB97M-V functional and the def2-TZVPD basis", "symbols": ["H", "H", "C", "C", "H", "H", "N", "C", "H", "C", "H", "H", "H", "H", "H", "C", "C", "H", "C", "C", "O", "Te", "C", "H", "H", "H", "C", "C", "C", "C", "H", "H", "H", "Si", "H", "C", "H", "H", "H", "C", "H", "H", "Ir", "C", "C", "Si", "C", "H", "H", "C", "H", "N", "H", "H", "H", "H", "C"], "positions_angstrom": [[5.796, 1.130, -1.163], [-0.720, 2.677, 3.322], [-4.620, -0.387, -1.703], [4.349, 0.241, 1.536], [3.264, -2.193, -2.185], [5.151, 0.241, 0.816], [0.650, 0.241, 1.782], [-5.281, -1.461, -4.205], [-1.718, -1.322, 4.492], [-3.939, -1.306, -3.845], [3.265, 2.673, -2.186], [3.454, 1.738, -3.684], [-3.162, -1.604, -4.539], [-1.719, 1.802, 4.492], [3.453, -1.259, -3.683], [3.761, 0.241, 3.857], [-4.260, 0.185, -0.370], [-4.667, -0.468, 0.430], [-5.965, -0.544, -2.070], [-2.291, 0.240, 1.782], [0.620, 2.039, -0.241], [-2.133, 0.241, -0.241], [4.730, 0.241, 2.879], [1.896, 1.742, -2.832], [1.895, -1.261, -2.831], [-1.676, 0.090, -2.914], [5.399, 0.239, -1.659], [2.980, -1.269, -2.697], [1.973, 0.241, 2.137], [2.981, 1.749, -2.698], [-2.322, -0.648, 1.143], [0.041, -1.308, 4.653], [5.780, 0.241, 3.137], [-0.728, 0.240, 2.842], [1.699, 0.241, 4.295], [-0.779, -1.290, 3.931], [4.028, 0.241, 4.905], [-6.755, -0.252, -1.389], [-1.676, -1.593, -2.191], [-3.604, -0.769, -2.594], [5.795, -0.651, -1.162], [-3.182, 0.239, 2.417], [0.620, 0.241, -0.241], [2.417, 0.241, 3.485], [-6.292, -1.080, -3.319], [3.537, 0.240, -1.687], [-2.172, -0.600, -2.200], [-7.331, -1.201, -3.600], [-4.667, 1.215, -0.293], [3.002, 0.241, 1.103], [0.040, 1.789, 4.653], [2.650, 0.241, -0.212], [5.790, 0.239, -2.682], [-2.323, 1.128, 1.143], [-5.537, -1.876, -5.172], [-0.719, -2.197, 3.322], [-0.780, 1.770, 3.931]], "atomic_forces_ev_per_a": [[0.0, -0.1, 0.0], [0.1, -0.1, 0.0], [-0.2, -0.2, -0.5], [-0.3, 0.0, 0.3], [-0.1, 0.0, -0.1], [-0.1, 0.0, -0.3], [-0.7, -1.4, -0.2], [0.3, 0.2, 0.4], [0.0, -0.1, 0.1], [-1.1, 0.1, 0.3], [-0.1, 0.0, 0.0], [0.0, 0.0, -0.1], [0.1, 0.0, 0.1], [0.0, 0.0, 0.0], [0.0, -0.1, -0.1], [-0.3, 0.0, 0.0], [-0.8, -0.4, 0.7], [0.0, 0.5, -0.2], [0.4, -0.3, -0.7], [-1.0, -0.1, 8.0], [-0.6, 0.9, -1.3], [3.5, 0.3, -15.3], [-0.2, 0.0, -0.4], [0.1, 0.1, 0.1], [0.1, 0.0, 0.1], [0.0, -0.5, 0.4], [0.5, 0.0, 0.2], [0.3, 0.2, 0.1], [1.9, 0.1, 1.0], [0.3, -0.3, 0.1], [-0.4, -2.1, 4.0], [0.0, 0.0, -0.1], [0.1, 0.0, 0.0], [1.6, 0.1, -0.4], [-0.3, 0.0, -0.1], [-0.3, 0.0, 0.0], [0.0, 0.0, 0.1], [0.0, 0.0, 0.1], [0.0, 0.8, 0.0], [-0.1, -0.2, -0.6], [0.0, 0.1, 0.0], [-0.1, 0.2, 0.0], [0.0, 0.8, 1.2], [0.0, 0.0, -0.6], [0.4, 0.1, 0.3], [-1.5, 0.3, -0.8], [-0.6, -0.1, -1.6], [0.0, 0.0, 0.0], [0.3, -0.6, 0.3], [0.7, 0.1, 1.5], [0.0, 0.0, -0.1], [-0.7, -0.7, 0.1], [-0.2, 0.0, 0.0], [-0.6, 2.4, 3.7], [0.0, 0.0, 0.0], [0.0, 0.1, 0.0], [-0.2, 0.0, 0.0]], "nbo_charge": [0.24, 0.25, -0.09, -0.31, 0.22, 0.19, -1.09, -0.22, 0.22, -0.23, 0.23, 0.20, 0.21, 0.22, 0.21, -0.28, -0.69, 0.21, -0.20, -1.18, -0.90, 0.77, -0.24, 0.25, 0.24, 0.24, -1.14, -1.12, 0.11, -1.12, 0.27, 0.24, 0.19, 1.85, 0.18, -1.14, 0.19, 0.20, 0.23, 0.09, 0.23, 0.26, 0.92, -0.28, -0.23, 1.82, -0.80, 0.20, 0.23, 0.25, 0.24, -1.08, 0.23, 0.24, 0.20, 0.24, -1.14], "fmax_ha_per_bohr": 0.3060, "orbital_gap_ha": [0.1845, 0.1829], "charge": -1, "relative_energy_kj_mol": 948.0}

=====

{"formula": "C20H30N8P2RuS", "method": "the ωB97M-V functional and the def2-TZVPD basis", "symbols": ["H", "C", "H", "C", "H", "N", "C", "H", "C", "N", "S", "H", "P", "H", "H", "C", "H", "C", "Ru", "H", "H", "H", "N", "H", "H", "H", "C", "C", "H", "C", "H", "H", "C", "N", "C", "H", "C", "H", "N", "C", "H", "N", "N", "C", "C", "C", "H", "N", "C", "H", "H", "H", "C", "H", "C", "H", "P", "H", "H", "C", "H", "H"], "positions_angstrom": [[-0.901, 3.317, -2.028], [-3.734, -1.358, 0.703], [-3.748, 2.493, 0.724], [2.245, -0.032, 2.559], [0.593, 2.151, -4.784], [2.701, -0.005, 3.785], [3.244, -0.018, 1.479], [0.104, -2.285, -5.522], [4.602, -0.043, 1.793], [2.253, 0.031, 6.052], [0.853, -0.020, -2.835], [-5.690, 1.264, 1.543], [-1.123, 1.719, -0.241], [0.657, -0.195, -6.417], [-1.037, -3.355, -1.977], [5.534, -0.023, 0.770], [-2.706, -3.065, -1.459], [-2.598, -0.677, 0.267], [0.625, 0.030, -0.338], [-1.824, 1.890, -2.567], [4.891, -0.077, 2.830], [-1.925, -1.904, -2.548], [2.811, 0.023, 0.211], [6.590, -0.043, 0.991], [-0.896, 2.676, 1.988], [-2.601, 3.120, -1.545], [-0.999, -3.023, 0.983], [-3.723, 1.414, 0.721], [1.231, 1.975, -6.424], [-4.840, -0.665, 1.166], [-3.762, -2.438, 0.693], [1.592, 0.023, 6.817], [0.100, -0.097, 3.294], [0.795, 0.184, -5.484], [-1.760, -2.582, -1.712], [-0.115, -3.610, 0.724], [-4.833, 0.721, 1.177], [-1.868, 3.724, 0.922], [-1.213, -0.148, 3.102], [3.710, 0.052, -0.768], [-5.702, -1.207, 1.521], [0.201, -1.865, -4.608], [0.946, -0.066, 2.223], [-1.668, 2.592, -1.749], [5.078, 0.027, -0.539], [-0.997, 3.070, 0.978], [5.767, 0.049, -1.367], [0.523, -0.074, 4.545], [-2.593, 0.732, 0.271], [3.237, 0.103, 6.261], [2.265, 1.613, -5.041], [0.122, -2.478, -3.811], [0.604, -0.610, -4.455], [-1.872, -3.675, 0.949], [1.826, -0.014, 4.814], [-1.809, -0.177, 3.913], [-1.141, -1.680, -0.245], [-1.615, -0.176, 2.178], [-0.870, -2.627, 1.988], [1.245, 1.555, -5.423], [3.329, 0.103, -1.783], [-0.109, 3.657, 0.736]], "atomic_forces_ev_per_a": [[0.0, 0.0, -0.1], [0.0, 0.1, -0.1], [0.0, 0.1, 0.0], [0.0, 0.1, 1.2], [0.0, -0.1, -0.1], [1.2, 0.0, -0.5], [0.8, 0.0, 0.4], [0.0, 0.0, 0.0], [-0.6, 0.0, -0.1], [0.1, 0.0, 0.5], [0.8, 1.4, 0.5], [-0.1, 0.1, 0.0], [-1.0, -0.8, 0.3], [0.0, -0.1, 0.2], [0.0, 0.0, -0.1], [-0.1, 0.0, -0.2], [0.1, 0.1, 0.2], [0.3, 0.1, -0.1], [-0.1, -1.1, 1.0], [0.0, 0.0, 0.0], [0.0, 0.0, 0.1], [0.0, 0.0, 0.0], [-1.4, 0.0, -0.3], [0.1, 0.0, 0.0], [0.0, 0.0, 0.0], [0.1, -0.1, 0.2], [0.7, 0.4, -0.1], [0.1, 0.0, -0.1], [0.0, -0.1, 0.0], [0.0, 0.0, 0.0], [0.0, -0.1, 0.0], [0.0, 0.0, -0.2], [1.0, 0.1, 0.6], [-0.1, -0.5, -0.1], [0.6, 0.3, -0.1], [0.0, -0.1, 0.1], [0.0, 0.0, 0.0], [0.0, -0.1, -0.1], [-0.5, 0.0, -0.4], [0.7, 0.0, -0.8], [-0.1, 0.0, 0.0], [-0.1, -0.3, -0.4], [-0.8, 0.2, -2.0], [0.6, -0.3, -0.1], [-0.2, 0.0, 0.2], [0.7, -0.4, 0.0], [0.0, 0.0, -0.1], [-1.0, 0.0, 0.6], [0.3, -0.1, -0.1], [0.0, 0.0, -0.1], [-0.1, 0.0, 0.0], [0.1, 0.2, -0.2], [-0.7, -0.6, 0.9], [0.0, 0.1, -0.1], [-0.8, -0.1, -1.6], [0.0, 0.0, 0.0], [-1.0, 1.0, 0.4], [0.0, 0.1, 0.3], [0.0, 0.0, 0.0], [0.3, 0.8, 0.2], [0.0, 0.0, 0.1], [0.0, 0.1, 0.1]], "nbo_charge": [0.27, -0.18, 0.22, 0.44, 0.22, -0.51, 0.15, 0.43, -0.16, -0.70, -0.30, 0.26, 1.18, 0.44, 0.25, -0.09, 0.28, -0.40, 0.63, 0.26, 0.28, 0.26, -0.51, 0.26, 0.27, 0.28, -0.95, -0.13, 0.25, -0.15, 0.23, 0.44, 0.61, -0.52, -0.94, 0.27, -0.16, 0.28, -0.78, 0.07, 0.26, -0.74, -0.60, -0.94, -0.21, -0.94, 0.26, -0.55, -0.37, 0.44, 0.23, 0.42, 0.42, 0.28, 0.62, 0.44, 1.17, 0.41, 0.27, -0.42, 0.23, 0.28], "fmax_ha_per_bohr": 0.0412, "orbital_gap_ha": [0.2418, 0.2330], "spin_multiplicity": 2, "charge": 3, "relative_energy_kj_mol": 213.1}

=====

{"formula": "C20H30O17Pt2", "method": "the ωB97M-V functional and the def2-TZVPD basis", "symbols": ["C", "H", "C", "C", "H", "O", "H", "O", "H", "H", "H", "H", "C", "O", "C", "C", "C", "O", "H", "O", "O", "C", "H", "O", "H", "O", "C", "H", "H", "C", "O", "O", "H", "H", "Pt", "C", "H", "O", "H", "H", "O", "C", "H", "C", "H", "H", "O", "O", "C", "C", "H", "H", "H", "O", "C", "C", "O", "H", "O", "Pt", "H", "C", "H", "C", "H", "H", "C", "H", "H"], "positions_angstrom": [[5.257, 3.268, -3.536], [7.181, 1.059, 0.725], [0.807, 0.498, -0.577], [-3.606, -0.066, 2.867], [-6.762, -1.534, 2.970], [2.099, 2.893, 2.062], [2.058, 1.096, -4.685], [-1.787, -5.420, 1.462], [-0.795, 1.450, 0.294], [-0.627, -1.221, -5.604], [-4.080, -4.508, 1.192], [6.617, -0.429, 1.601], [-0.633, -4.997, 2.015], [4.043, 1.195, -3.252], [0.223, -0.707, -5.147], [-2.104, -4.571, 0.320], [-1.499, -3.271, 0.854], [-2.901, 0.411, 2.033], [-4.388, -2.440, 4.441], [0.053, -5.640, 2.738], [-4.933, 0.124, 2.977], [1.109, 1.582, -4.458], [-3.837, -5.667, -0.083], [0.904, 2.685, -5.324], [0.028, 2.605, 3.331], [1.551, 1.505, -0.542], [-0.185, 2.498, -6.093], [-2.253, -2.673, 1.371], [-3.971, -1.196, 5.653], [0.580, 3.414, 3.805], [5.352, -0.338, -0.786], [2.040, 5.002, 2.737], [6.121, 3.422, -2.892], [-7.159, -1.644, 4.710], [3.034, 3.000, 0.245], [-0.123, 0.673, -4.665], [1.020, 3.200, 4.776], [3.751, 2.776, -1.764], [4.747, 4.190, -3.803], [1.241, 1.928, -3.429], [-0.770, 1.326, -5.790], [1.665, 3.840, 2.844], [-1.188, -0.245, -0.082], [-5.413, -0.408, 4.233], [-7.505, -0.199, 3.778], [0.580, -1.381, -4.366], [-3.184, -0.950, 3.785], [-0.558, 3.262, -6.923], [5.237, 0.380, 0.242], [6.350, 0.554, 1.209], [-0.137, 4.226, 3.914], [-5.526, 0.376, 4.981], [5.613, 2.808, -4.456], [1.250, -0.533, -1.195], [-6.777, -0.999, 3.919], [4.310, 2.363, -2.816], [4.113, 0.971, 0.433], [-4.062, -4.018, -0.564], [-0.392, -3.722, 1.609], [3.335, 0.037, -1.546], [6.015, 1.102, 2.088], [-0.420, 0.422, 0.289], [-0.195, 0.245, 1.338], [-3.621, -4.635, 0.215], [-1.627, -5.015, -0.553], [-1.118, -2.640, 0.048], [-4.279, -1.372, 4.623], [0.957, -0.690, -5.954], [-0.827, 0.742, -3.839]], "atomic_forces_ev_per_a": [[0.0, -0.5, -0.7], [0.2, -0.2, 0.1], [1.1, -1.0, 1.4], [0.0, -0.4, -0.2], [0.2, -0.2, 0.1], [0.2, -1.1, -0.5], [-0.2, -0.1, -0.4], [0.2, -0.5, -0.4], [-0.4, -0.2, 0.0], [-0.3, 0.3, 0.3], [0.0, 0.4, 0.0], [0.4, 0.0, -0.4], [-0.2, 0.1, -0.1], [0.8, 0.2, 0.4], [-0.2, -1.1, -0.1], [-0.9, 0.1, 1.5], [-0.1, 0.1, -2.0], [-0.2, 0.1, 0.1], [-0.6, 0.1, 0.0], [0.1, 0.2, 0.1], [0.1, 0.7, 0.4], [0.3, -0.4, 0.7], [-0.2, 0.1, 0.1], [0.2, 0.3, 0.1], [0.2, -0.4, 0.5], [-0.8, 1.0, -0.3], [0.0, -0.1, 0.0], [0.3, -0.2, 0.7], [0.0, -0.2, 0.0], [-0.2, 0.2, -0.5], [0.2, 0.3, 0.1], [-0.2, -0.4, 0.3], [-0.1, 0.3, 0.1], [0.1, 0.0, 0.0], [-0.5, -0.5, 0.7], [0.4, 0.7, -1.1], [-0.2, -0.4, 0.0], [0.6, 1.0, 0.1], [0.1, 0.2, 0.3], [-0.4, 0.2, 0.0], [-0.3, 0.1, 0.1], [0.4, 1.7, -1.0], [0.1, -0.1, 0.0], [-0.4, -0.9, -0.8], [0.1, 0.1, 0.1], [0.1, 0.3, 0.1], [0.1, 0.1, 0.3], [0.0, -0.1, 0.0], [-0.4, 0.3, -0.5], [-0.2, -0.2, 0.7], [0.3, 0.2, 0.1], [0.3, 0.2, -0.2], [-0.1, -0.1, 0.1], [-0.2, 0.2, -0.4], [-0.3, 0.1, 0.1], [-1.0, -0.5, 0.6], [0.0, -0.1, 0.2], [0.1, 0.4, 0.2], [0.1, 0.1, 0.6], [-0.4, -1.3, -0.5], [0.0, 0.3, -0.2], [-0.2, 1.3, -0.7], [0.4, -0.4, -0.1], [0.3, -0.9, -0.5], [0.2, 0.3, -0.1], [0.1, -0.1, 0.1], [0.6, 0.4, 0.0], [0.2, 0.3, 0.2], [0.1, -0.3, 0.1]], "nbo_charge": [-0.72, 0.25, 0.83, 0.98, 0.23, -0.79, 0.20, -0.51, 0.24, 0.23, 0.22, 0.25, 0.97, -0.72, -0.64, 0.07, -0.10, -0.60, 0.20, -0.57, -0.49, -0.10, 0.23, -0.49, 0.23, -0.80, 0.97, 0.19, 0.20, -0.72, -0.67, -0.65, 0.24, 0.22, 1.43, 0.06, 0.24, -0.81, 0.25, 0.20, -0.50, 0.78, 0.23, 0.06, 0.23, 0.23, -0.49, -0.58, 0.80, -0.73, 0.23, 0.19, 0.24, -0.76, -0.63, 0.83, -0.78, 0.22, -0.49, 1.31, 0.24, -0.73, 0.27, -0.63, 0.19, 0.20, -0.10, 0.22, 0.19], "fmax_ha_per_bohr": 0.0395, "orbital_gap_ha": [0.3449, 0.2597], "spin_multiplicity": 5}